# C3H10N3

A 2-piece molecular cluster, C3H10N3 overall in a non-equilibrium geometry (the ωB97M-V functional and the def2-TZVPD basis, OMol25).

```
! RIJCOSX wB97M-V def2-TZVPD def2/J DEFGRID3
* xyz 1 1
N -0.435 1.312 1.830
N -0.668 -1.087 -0.442
N 1.332 2.317 0.755
C 0.189 1.765 0.741
C 0.066 -2.339 -0.370
C -0.884 -0.502 -1.728
H 1.684 2.649 -0.146
H 2.011 2.347 1.464
H -0.613 -2.971 0.294
H 0.284 -2.773 -1.341
H -0.507 -1.078 -2.472
H 0.032 1.595 2.666
H 0.856 -2.076 0.269
H -1.949 -0.290 -1.756
H -1.135 0.602 1.854
H -0.264 0.530 -1.620
*
```

Calculated values
**HOMO energy (alpha / beta)**: -13.065 / -12.257 eV
**LUMO (alpha / beta)**: -4.0 / -7.1 eV
**Gap between HOMO and LUMO (alpha / beta)**: 9.076 / 5.166 eV
**Energy above the lowest of the compared OMol25 structures with the same formula, charge and spin**: 607.35 kJ/mol

These are the Mulliken partial charges, in e, on atoms 1 to 8:
1. N -0.3026
2. N -0.2454
3. N -0.3072
4. C 0.5364
5. C -0.7445
6. C -0.6166
7. H 0.2953
8. H 0.2243


# C3H10N3

An isolated ion of composition C3H10N3 and charge +1 in a non-equilibrium geometry (the ωB97M-V functional and the def2-TZVPD basis, OMol25).

```
! RIJCOSX wB97M-V def2-TZVPD def2/J DEFGRID3
* xyz 1 1
N -1.311 0.601 0.370
N -2.753 -0.904 1.166
N -0.052 0.832 -0.296
C 2.478 0.522 -0.697
C 1.126 0.041 0.025
C -1.789 -0.568 0.394
H -3.452 -0.483 1.691
H -0.084 0.713 -1.323
H 2.630 1.594 -0.723
H -1.489 -1.517 -0.190
H 2.367 0.047 -1.672
H 0.972 -0.860 -0.434
H 0.014 1.875 -0.215
H 3.284 0.047 -0.211
H 1.114 -0.094 1.110
H -3.055 -1.847 1.005
*
```

Calculated values
**HOMO energy**: -14.288 eV
**LUMO**: -3.1 eV
**SMILES**: CC[NH2+]/N=C/N
**Gap between HOMO and LUMO**: 11.209 eV
**Energy above the lowest of the compared OMol25 structures with the same formula, charge and spin**: 312.29 kJ/mol

These are the Mulliken partial charges, in e, on atoms 1 to 8:
1. N -0.8273
2. N -0.2676
3. N 0.2166
4. C -1.1405
5. C -0.5170
6. C 0.1618
7. H 0.2411
8. H 0.4402


# C3H10N3

An isolated ion of composition C3H10N3 and charge +1 in a non-equilibrium geometry (the ωB97M-V functional and the def2-TZVPD basis, OMol25).

```
! RIJCOSX wB97M-V def2-TZVPD def2/J DEFGRID3
* xyz 1 1
N 3.050 -0.353 0.271
N -1.729 0.438 0.379
N 0.801 0.605 0.103
C -2.097 -0.847 -0.143
C 1.923 -0.050 -0.438
C -0.530 1.184 -0.293
H 0.955 0.743 1.150
H -3.063 -1.047 0.199
H 2.034 0.012 -1.442
H -1.615 0.441 1.403
H 3.018 -0.442 1.213
H -2.470 1.110 0.427
H 3.860 -0.740 -0.330
H -0.863 1.206 -1.252
H -1.323 -1.572 -0.024
H -1.951 -0.687 -1.223
*
```

Calculated values
**HOMO energy (alpha / beta)**: -11.153 / -11.152 eV
**LUMO (alpha / beta)**: -3.5 / -3.5 eV
**Gap between HOMO and LUMO (alpha / beta)**: 7.692 / 7.690 eV
**Energy above the lowest of the compared OMol25 structures with the same formula, charge and spin**: 484.89 kJ/mol

These are the Mulliken partial charges, in e, on atoms 1 to 8:
1. N -0.3400
2. N -0.2707
3. N -0.1827
4. C -0.7329
5. C 0.1084
6. C -0.8255
7. H 0.2390
8. H 0.3946


# C3H10N3

A 3-piece molecular cluster, C3H10N3 overall in a non-equilibrium geometry (the ωB97M-V functional and the def2-TZVPD basis, OMol25).

```
! RIJCOSX wB97M-V def2-TZVPD def2/J DEFGRID3
* xyz 1 1
N -1.859 0.472 0.160
N 0.200 -0.559 0.105
N -1.370 1.509 2.457
C -0.886 -0.130 -0.483
C 1.905 -1.154 -1.817
C 2.923 -1.529 -2.459
H -1.499 2.540 2.658
H -1.845 0.831 1.201
H -0.468 1.334 2.496
H -1.860 0.883 3.159
H -2.505 0.872 -0.626
H 3.255 -0.864 -3.384
H 0.298 -0.656 1.124
H 0.996 -1.091 -0.580
H -1.077 -0.272 -1.648
H 3.792 -2.185 -2.365
*
```

Calculated values
**HOMO energy**: -13.936 eV
**LUMO**: -4.9 eV
**Gap between HOMO and LUMO**: 9.050 eV
**Energy above the lowest of the compared OMol25 structures with the same formula, charge and spin**: 557.98 kJ/mol

These are the Mulliken partial charges, in e, on atoms 1 to 8:
1. N -0.3661
2. N -0.3614
3. N -0.8365
4. C 0.2051
5. C 0.0804
6. C -0.6562
7. H 0.2724
8. H 0.4126


no.,M (g/mol)
1,88.1
2,88.1
3,88.1
4,88.1